--- 1 ---
{
  "formula": "C42H37HfN7O6PS",
  "method": "ωB97M-V/def2-TZVPD",
  "symbols": ["Hf", "N", "C", "S", "N", "N", "C", "C", "C", "C", "C", "C", "C", "O", "H", "H", "H", "H", "H", "H", "H", "O", "C", "O", "C", "C", "N", "N", "C", "C", "O", "O", "H", "H", "H", "C", "N", "N", "C", "O", "C", "C", "C", "C", "C", "C", "C", "C", "C", "H", "H", "H", "H", "H", "H", "H", "H", "H", "H", "H", "H", "C", "C", "C", "C", "C", "C", "P", "C", "C", "C", "C", "C", "C", "C", "C", "C", "C", "C", "C", "H", "H", "H", "H", "H", "H", "H", "H", "H", "H", "H", "H", "H", "H", "H"],
  "positions_angstrom": [[0.073, -0.371, 0.091], [0.416, -3.307, 3.186], [-0.193, -2.424, 2.360], [0.070, -0.709, 2.641], [-0.943, -2.888, 1.405], [-1.434, -1.833, 0.608], [-2.692, -1.804, 0.374], [-3.381, -0.685, -0.245], [-4.757, -0.833, -0.467], [-5.524, 0.208, -0.938], [-4.917, 1.441, -1.173], [-3.569, 1.625, -0.932], [-2.783, 0.571, -0.478], [-1.482, 0.786, -0.233], [0.792, -2.968, 4.053], [0.128, -4.271, 3.136], [-3.290, -2.627, 0.762], [-5.212, -1.795, -0.262], [-6.582, 0.074, -1.117], [-5.508, 2.272, -1.535], [-3.097, 2.585, -1.090], [4.969, -1.975, -3.101], [4.994, -0.657, -2.946], [5.936, 0.015, -3.275], [3.792, -0.011, -2.352], [3.622, 1.358, -2.314], [2.451, 1.599, -1.701], [1.830, 0.468, -1.360], [2.637, -0.511, -1.736], [2.248, -1.891, -1.314], [2.755, -2.873, -1.811], [1.337, -1.894, -0.375], [4.147, -2.375, -2.726], [4.262, 2.143, -2.680], [2.004, 2.486, -1.531], [5.133, 2.989, 3.045], [3.871, 3.020, 2.319], [3.304, 1.882, 1.783], [1.989, 2.140, 1.503], [1.201, 1.302, 0.980], [1.745, 3.480, 1.882], [2.919, 3.969, 2.402], [3.210, 5.288, 3.026], [4.125, 0.803, 1.322], [5.237, 1.091, 0.539], [6.040, 0.054, 0.091], [5.704, -1.262, 0.389], [4.585, -1.535, 1.164], [3.801, -0.501, 1.657], [5.530, 1.979, 3.022], [4.971, 3.279, 4.082], [5.854, 3.661, 2.581], [0.799, 3.985, 1.808], [2.361, 5.954, 2.894], [4.091, 5.750, 2.580], [3.394, 5.180, 4.096], [5.473, 2.116, 0.280], [6.907, 0.272, -0.519], [6.314, -2.071, 0.011], [4.319, -2.558, 1.396], [2.938, -0.699, 2.276], [-4.747, 0.035, -4.871], [-4.656, -1.111, -4.095], [-3.465, -1.432, -3.465], [-2.335, -0.627, -3.608], [-2.442, 0.525, -4.382], [-3.637, 0.853, -5.006], [-0.781, -1.172, -2.771], [0.528, -0.665, -3.962], [1.327, -1.601, -4.616], [2.339, -1.194, -5.478], [2.564, 0.153, -5.706], [1.790, 1.098, -5.043], [0.798, 0.691, -4.166], [-0.881, -2.974, -3.027], [-1.239, -3.487, -4.279], [-1.325, -4.851, -4.480], [-1.061, -5.727, -3.431], [-0.707, -5.231, -2.189], [-0.617, -3.857, -1.985], [-5.674, 0.284, -5.371], [-5.513, -1.762, -3.980], [-3.413, -2.339, -2.875], [-1.594, 1.175, -4.540], [-3.691, 1.748, -5.613], [1.178, -2.658, -4.446], [2.952, -1.939, -5.969], [3.347, 0.468, -6.383], [1.966, 2.154, -5.205], [0.239, 1.442, -3.619], [-1.450, -2.810, -5.100], [-1.601, -5.235, -5.454], [-1.133, -6.795, -3.589], [-0.495, -5.906, -1.371], [-0.330, -3.498, -1.011]],
  "gap_ha": 0.2926,
  "molar_mass_g_mol": 977.33,
  "total_charge": 1
}

--- 2 ---
{
  "formula": "C42H37HfN7O6PS",
  "method": "ωB97M-V/def2-TZVPD",
  "symbols": ["Hf", "N", "C", "S", "N", "N", "C", "C", "C", "C", "C", "C", "C", "O", "H", "H", "H", "H", "H", "H", "H", "O", "C", "O", "C", "C", "N", "N", "C", "C", "O", "O", "H", "H", "H", "C", "N", "N", "C", "O", "C", "C", "C", "C", "C", "C", "C", "C", "C", "H", "H", "H", "H", "H", "H", "H", "H", "H", "H", "H", "H", "C", "C", "C", "C", "C", "C", "P", "C", "C", "C", "C", "C", "C", "C", "C", "C", "C", "C", "C", "H", "H", "H", "H", "H", "H", "H", "H", "H", "H", "H", "H", "H", "H", "H"],
  "positions_angstrom": [[-0.050, -1.676, 0.302], [-1.161, -6.054, 0.005], [-0.708, -4.837, 0.395], [0.279, -3.964, -0.762], [-1.087, -4.431, 1.578], [-0.562, -3.169, 1.894], [-0.480, -2.937, 3.156], [0.306, -1.869, 3.756], [0.262, -1.711, 5.149], [1.139, -0.866, 5.791], [2.104, -0.188, 5.040], [2.183, -0.348, 3.671], [1.275, -1.175, 3.013], [1.362, -1.348, 1.693], [-0.778, -6.470, -0.826], [-1.514, -6.673, 0.717], [-0.907, -3.691, 3.815], [-0.471, -2.273, 5.716], [1.094, -0.744, 6.864], [2.809, 0.465, 5.539], [2.934, 0.167, 3.087], [-4.874, -1.116, -3.501], [-5.123, -2.141, -2.685], [-6.095, -2.834, -2.802], [-4.151, -2.391, -1.582], [-4.353, -3.349, -0.607], [-3.303, -3.300, 0.225], [-2.416, -2.369, -0.148], [-2.918, -1.824, -1.247], [-2.115, -0.723, -1.815], [-2.483, -0.030, -2.746], [-1.008, -0.544, -1.156], [-4.035, -0.657, -3.260], [-5.167, -4.041, -0.473], [-3.057, -3.910, 0.999], [4.572, 1.497, -3.348], [4.080, 0.625, -2.289], [2.888, -0.047, -2.394], [2.581, -0.563, -1.173], [1.516, -1.255, -1.032], [3.600, -0.195, -0.284], [4.497, 0.554, -1.016], [5.735, 1.253, -0.574], [2.332, -0.427, -3.662], [3.151, -1.002, -4.622], [2.598, -1.375, -5.837], [1.240, -1.198, -6.070], [0.432, -0.645, -5.087], [0.977, -0.247, -3.875], [3.755, 1.708, -4.032], [5.390, 1.031, -3.894], [4.905, 2.429, -2.898], [3.654, -0.455, 0.757], [5.941, 1.010, 0.465], [5.625, 2.336, -0.655], [6.593, 0.956, -1.177], [4.201, -1.171, -4.419], [3.226, -1.819, -6.597], [0.811, -1.497, -7.016], [-0.629, -0.511, -5.254], [0.359, 0.180, -3.102], [-1.019, 3.595, 5.047], [-0.934, 2.216, 5.121], [-0.815, 1.463, 3.957], [-0.790, 2.084, 2.719], [-0.883, 3.476, 2.649], [-0.995, 4.225, 3.806], [-0.771, 1.100, 1.179], [-2.514, 1.336, 0.669], [-2.966, 2.387, -0.125], [-4.314, 2.512, -0.428], [-5.233, 1.602, 0.076], [-4.800, 0.577, 0.905], [-3.449, 0.447, 1.194], [0.300, 2.075, 0.071], [1.507, 2.525, 0.610], [2.421, 3.209, -0.178], [2.141, 3.450, -1.517], [0.950, 2.992, -2.063], [0.036, 2.302, -1.277], [-1.107, 4.184, 5.950], [-0.956, 1.717, 6.081], [-0.762, 0.388, 4.026], [-0.866, 3.979, 1.689], [-1.068, 5.303, 3.743], [-2.270, 3.116, -0.517], [-4.647, 3.326, -1.059], [-6.282, 1.700, -0.166], [-5.512, -0.122, 1.323], [-3.130, -0.355, 1.854], [1.733, 2.357, 1.657], [3.342, 3.572, 0.260], [2.840, 4.008, -2.127], [0.723, 3.171, -3.106], [-0.873, 1.931, -1.731]],
  "gap_ha": 0.3064,
  "molar_mass_g_mol": 977.33,
  "total_charge": 1
}

Which structure is most stable? 2, by 0.0144 hartree over the runner-up.

--- 1 ---
{
  "formula": "C4H9FN",
  "method": "ωB97M-V/def2-TZVPD",
  "symbols": ["C", "C", "C", "C", "N", "F", "H", "H", "H", "H", "H", "H", "H", "H", "H"],
  "positions_angstrom": [[0.866, 0.534, 0.061], [1.197, 1.889, 0.057], [0.604, -1.843, 0.095], [-1.323, -0.348, 0.052], [0.135, -0.471, 0.065], [3.054, -0.338, -0.036], [1.917, 2.083, -0.751], [0.333, 2.555, -0.081], [1.702, 2.149, 0.995], [1.663, -1.890, -0.160], [0.022, -2.441, -0.604], [0.469, -2.245, 1.102], [-1.695, -0.675, -0.922], [-1.648, 0.673, 0.233], [-1.733, -1.002, 0.820]],
  "gap_ha": 0.3146,
  "molar_mass_g_mol": 90.12,
  "total_charge": 1
}

--- 2 ---
{
  "formula": "C4H9FN",
  "method": "ωB97M-V/def2-TZVPD",
  "symbols": ["C", "C", "C", "C", "N", "F", "H", "H", "H", "H", "H", "H", "H", "H", "H"],
  "positions_angstrom": [[-1.232, 1.091, 1.039], [-1.287, 0.711, -0.375], [0.991, 0.112, 0.500], [1.441, -1.314, -0.988], [-0.461, 0.019, 0.542], [0.268, -1.889, -0.968], [-0.538, 1.843, 1.306], [-2.037, 0.781, 1.692], [-2.087, 0.146, -0.806], [-1.011, 1.489, -1.088], [1.486, -0.491, 1.280], [1.133, 0.995, -0.146], [2.360, -1.793, -0.705], [1.569, -0.647, -1.788], [-0.595, -1.054, 0.505]],
  "gap_ha": 0.4082,
  "molar_mass_g_mol": 90.12,
  "total_charge": 1
}

Which structure is most stable? 2, by 0.0128 hartree over the runner-up.

--- 1 ---
{
  "formula": "C4H9FN",
  "method": "ωB97M-V/def2-TZVPD",
  "symbols": ["C", "C", "C", "C", "N", "F", "H", "H", "H", "H", "H", "H", "H", "H", "H"],
  "positions_angstrom": [[-0.901, 0.172, -0.055], [-1.647, 0.098, 1.159], [0.792, 0.113, -1.670], [1.309, -0.380, 0.775], [0.369, -0.053, -0.250], [-1.654, 0.390, -1.058], [-1.094, 0.487, 1.947], [-2.456, 0.863, 1.081], [-2.053, -0.895, 1.407], [0.544, 1.105, -2.106], [0.141, -0.553, -2.283], [1.789, -0.007, -1.974], [2.263, 0.004, 0.316], [1.459, -1.387, 0.907], [1.138, 0.043, 1.803]],
  "smiles": "CC(F)=[N+](C)C",
  "gap_ha": 0.4387,
  "molar_mass_g_mol": 90.12,
  "total_charge": 1
}

--- 2 ---
{
  "formula": "C4H9FN",
  "method": "ωB97M-V/def2-TZVPD",
  "symbols": ["C", "C", "C", "C", "N", "F", "H", "H", "H", "H", "H", "H", "H", "H", "H"],
  "positions_angstrom": [[-0.091, 0.914, -1.053], [-0.999, 1.060, 0.175], [-0.064, -0.056, 0.092], [1.230, -0.072, 0.908], [-0.445, -1.479, -0.254], [-0.862, 1.975, 1.133], [-0.465, 0.897, -2.142], [0.782, 1.522, -0.969], [-2.099, 0.933, 0.028], [1.135, 0.600, 1.774], [1.946, 0.469, 0.224], [1.636, -1.080, 0.988], [-0.691, -1.973, 0.681], [0.327, -2.009, -0.859], [-1.340, -1.700, -0.725]],
  "smiles": "C[C@]1([NH3+])C[C@@H]1F",
  "gap_ha": 0.4128,
  "molar_mass_g_mol": 90.12,
  "total_charge": 1
}

Which structure is most stable? 1, by 0.0436 hartree over the runner-up.